The following is a DFT calculation (ωB97M-V/def2-TZVPD) of a single C6H11N molecule at a distorted geometry.

Computed properties:
SMILES: C/C=C/C/C=C/N
Gap between HOMO and LUMO in eV: 9.4515
HOMO energy in eV: -8.3
Largest force on an atom in eV Å⁻¹: 5.3
Energy above the lowest of the compared OMol25 structures with the same formula, charge and spin in kJ/mol: 289.7
Net charge: 0

Geometry as XYZ:
```
18
C6H11N ωB97M-V/def2-TZVPD
C 0.40886 0.40151 -1.11855
C 0.81898 1.63118 -1.35684
N 1.98992 1.82197 -2.20092
C -0.93737 0.11584 -0.76159
C -1.12749 -0.61978 0.46315
C -0.20223 -0.94228 1.37056
C -0.44872 -1.79723 2.53101
H 0.91864 -0.38979 -1.70926
H 0.44243 2.48916 -0.68828
H 2.30052 2.77721 -2.17365
H 1.83514 1.38569 -3.03218
H -1.48037 -0.25965 -1.74819
H -1.62261 1.14601 -0.41113
H -2.16842 -1.06246 0.55260
H 0.86414 -0.63566 1.36789
H -1.33780 -2.43959 2.63967
H 0.44379 -2.38992 2.81781
H -0.69744 -1.23222 3.45791
```